Record 1
73
Properties=species:S:1:pos:R:3:lowdin_charge:R:1 method="wB97M-V/def2-TZVPD" homo_ev=-4.19 e_above_lowest_ev=0.015 e_tot_ev=-55806.3309 charge=-1
Pd -0.3383 0.0707 -0.0127 0.745
O 3.6506 -0.2016 6.4930 0.070
N 4.2776 -0.0670 5.4603 -0.336
O 5.4904 -0.0115 5.4140 0.060
C 3.5384 -0.0650 4.1672 -0.060
C 4.3232 0.0122 3.0742 0.059
C 3.7695 0.0350 1.7591 -0.132
C 4.5961 0.1355 0.6283 -0.009
C 4.0180 0.1802 -0.6085 -0.035
C 2.6199 0.1326 -0.6897 -0.088
N 1.8245 0.0265 0.3553 0.041
C 2.3819 -0.0278 1.5896 -0.108
C 1.5359 -0.1458 2.7734 -0.138
N 0.2226 -0.2524 2.5475 0.099
C -0.6090 -0.3492 3.5538 -0.140
C -0.1674 -0.3303 4.8820 -0.028
C 1.1741 -0.2351 5.1429 -0.001
C 2.0928 -0.1479 4.0731 -0.057
H 5.3950 0.0660 3.2021 0.126
H 5.6708 0.1822 0.7545 0.118
H 4.6066 0.2628 -1.5110 0.106
H 2.1166 0.1960 -1.6474 0.115
H -1.6580 -0.4548 3.2973 0.086
H -0.8793 -0.4005 5.6932 0.106
H 1.5258 -0.2303 6.1571 0.095
I -1.8279 -3.0514 1.2958 0.568
C -0.3222 -2.0696 0.0567 -0.742
H -0.4189 -2.6069 -0.8896 -0.094
H 0.5935 -2.4329 0.5344 -0.086
C -2.3484 -2.4396 -4.4604 -0.129
N -3.0046 -2.0897 -3.2218 -0.270
C -3.1046 -3.2503 -2.3559 -0.122
C -2.2895 -1.0017 -2.5612 -0.201
C -3.0273 -0.3721 -1.4007 -0.269
C -4.4194 -0.3129 -1.4436 -0.077
C -5.1444 0.3054 -0.4362 -0.118
C -4.4599 0.8886 0.6210 -0.120
C -3.0730 0.8366 0.6555 -0.140
C -2.3140 0.1964 -0.3333 -0.245
H -2.8946 -3.2441 -4.9575 0.075
H -1.3076 -2.7814 -4.3071 0.084
H -2.3235 -1.5763 -5.1283 0.075
H -3.7080 -4.0214 -2.8405 0.078
H -3.5742 -2.9756 -1.4129 0.045
H -2.1158 -3.6798 -2.1178 0.071
H -2.1163 -0.2289 -3.3182 0.095
H -1.2942 -1.3208 -2.2134 0.078
H -4.9310 -0.7656 -2.2854 0.103
H -6.2271 0.3350 -0.4791 0.084
H -5.0039 1.3877 1.4159 0.086
H -2.5575 1.3246 1.4776 0.074
C -1.3725 2.7000 -4.7308 -0.128
N -1.3405 3.1467 -3.3573 -0.263
C -2.6609 3.0452 -2.7554 -0.082
C -0.3345 2.4111 -2.5892 -0.197
C -0.1433 2.9706 -1.1973 -0.263
C 0.0887 4.3447 -1.0943 -0.075
C 0.2617 4.9563 0.1350 -0.125
C 0.1951 4.1721 1.2806 -0.128
C -0.0255 2.8065 1.1667 -0.147
C -0.1983 2.1445 -0.0645 -0.192
H -2.0611 3.3210 -5.3088 0.076
H -1.6995 1.6503 -4.8378 0.073
H -0.3780 2.7882 -5.1735 0.075
H -3.3526 3.6969 -3.2949 0.079
H -2.6207 3.3645 -1.7150 0.087
H -3.0598 2.0199 -2.7720 0.077
H 0.6051 2.4948 -3.1510 0.114
H -0.5719 1.3406 -2.4997 0.085
H 0.1087 4.9360 -2.0041 0.102
H 0.4360 6.0241 0.2009 0.084
H 0.3107 4.6244 2.2604 0.085
H -0.0832 2.2332 2.0880 0.065

Record 2
83
Properties=species:S:1:pos:R:3:lowdin_spin:R:1 method="wB97M-V/def2-TZVPD" homo_ev="-6.74 / -6.92" e_above_lowest_ev=1.207 e_tot_ev=-71799.8612 multiplicity=2 charge=0
Zr -18.5824 6.3252 4.5719 0.008
C -17.3948 8.4896 -2.2997 0.000
C -18.0794 7.9806 -1.0342 0.000
C -19.3423 8.3865 -0.6716 0.000
C -19.7940 8.1687 0.6534 0.000
C -20.8802 8.9716 0.9456 0.001
N -21.1366 9.3890 2.1994 0.001
C -21.7026 10.6740 2.6047 0.001
C -20.6506 11.7920 2.7542 0.003
C -19.4855 11.4257 3.6779 0.029
N -18.4035 10.8513 2.8370 0.091
C -17.1005 10.9600 3.0755 0.425
C -16.2169 10.1616 3.8633 0.009
C -15.0518 10.8341 4.3555 0.143
C -14.3318 10.3602 5.4483 -0.006
C -13.4734 11.2562 6.3046 -0.007
C -14.5892 9.0695 5.9100 0.158
C -15.6149 8.3253 5.3116 0.009
C -15.8354 7.0400 5.8347 -0.002
N -16.4453 6.0663 5.1987 -0.032
C -15.9199 4.7165 5.5140 -0.002
C -16.5672 3.5757 4.7310 0.000
C -16.7016 3.9114 3.2362 0.000
N -17.4296 5.1368 3.0010 0.000
C -17.2461 5.6105 1.7714 0.001
C -17.9426 6.6342 1.0690 0.001
C -17.3887 7.1288 -0.1587 0.000
C -19.1417 7.2815 1.6275 0.000
O -19.6273 6.9698 2.7983 0.000
C -16.5478 8.8216 4.3799 0.080
O -17.6043 8.1982 3.9331 0.043
H -17.9185 8.1301 -3.1814 0.000
H -16.3613 8.1056 -2.3209 0.000
H -17.4044 9.6035 -2.3795 0.000
H -19.9880 8.8604 -1.3962 0.000
H -21.3604 9.4992 0.1510 0.000
H -20.5950 8.8627 2.9259 0.000
H -22.2433 10.5371 3.5569 0.000
H -22.4887 10.8679 1.8274 0.000
H -21.1911 12.7054 3.1714 0.000
H -20.3203 12.1669 1.7794 0.000
H -19.7877 10.6790 4.4402 0.001
H -19.0642 12.3504 4.1457 0.001
H -18.7024 10.3114 2.0375 0.018
H -16.6055 11.8996 2.7301 0.017
H -14.9263 11.8431 3.9320 0.004
H -12.7587 11.8648 5.7591 -0.001
H -12.9105 10.6200 6.9698 0.000
H -14.0687 11.8887 6.9401 -0.003
H -14.0348 8.6576 6.7698 0.009
H -15.3130 6.8801 6.8405 0.000
H -16.0876 4.5394 6.6467 -0.001
H -14.8540 4.7625 5.3203 -0.001
H -17.5234 3.2780 5.1654 0.000
H -15.9684 2.6489 4.7904 0.000
H -17.1017 3.0058 2.7316 0.000
H -15.6891 4.0053 2.7692 0.000
H -16.4405 5.0946 1.2019 0.000
H -16.3880 6.8012 -0.4528 0.000
N -22.1986 5.5927 5.2298 0.000
C -21.8133 6.8848 5.5540 0.000
N -22.6147 7.8071 6.0433 0.000
N -21.7811 8.8988 6.1861 0.000
N -20.5694 8.6050 5.8134 0.000
N -20.5302 7.3318 5.3760 0.000
C -21.4957 4.6417 4.5632 0.000
N -21.9493 3.4120 4.3973 0.000
N -20.9165 2.7560 3.7680 0.000
N -19.9322 3.5383 3.6125 0.000
N -20.2105 4.7823 4.1698 0.000
H -23.2139 5.4129 5.2451 0.000
O -18.7243 5.3540 6.4446 0.000
N -19.1783 5.1854 7.6754 0.000
C -19.7099 3.9717 8.0311 0.000
C -20.2496 3.8663 9.2913 0.000
C -20.4104 4.9796 10.1725 0.000
C -19.7971 6.1203 9.8307 0.000
C -19.1491 6.2691 8.5701 0.000
S -18.3760 7.6726 8.2140 0.000
H -19.8235 3.2326 7.2231 0.000
H -20.5172 2.8326 9.6075 0.000
H -20.9606 4.8038 11.1259 0.000
H -19.6186 6.9319 10.5454 0.000

Record 3
74
Properties=species:S:1:pos:R:3:lowdin_charge:R:1 method="wB97M-V/def2-TZVPD" homo_ev=-3.97 e_tot_ev=-70023.3929 charge=-1
Rh 0.7353 0.4463 1.6582 0.697
S 1.6452 -1.5400 2.7005 0.642
C 0.7469 -1.6487 4.1923 -0.712
C 0.9329 -2.7433 5.0518 -0.147
C 0.2446 -2.8484 6.2443 -0.127
C -0.6616 -1.8561 6.6203 -0.131
C -0.8596 -0.7719 5.7861 -0.153
C -0.1688 -0.6545 4.5767 -0.684
S -0.4575 0.7472 3.5492 0.637
H 1.6369 -3.5124 4.7565 0.088
H 0.4096 -3.7065 6.8856 0.087
H -1.2060 -1.9327 7.5536 0.085
H -1.5611 0.0091 6.0566 0.087
C -3.8680 -1.5927 -2.2967 -0.048
O -3.1193 -1.8284 -3.4974 -0.094
C -2.4900 -0.7380 -4.0298 -0.249
C -2.8779 -0.2968 -5.2858 -0.008
C -2.2505 0.7910 -5.8736 -0.093
C -1.2190 1.4329 -5.2042 -0.093
C -0.8048 0.9775 -3.9625 -0.017
C -1.4367 -0.1070 -3.3568 -0.172
N -1.0124 -0.6380 -2.1297 0.158
C -0.5963 0.0786 -1.0213 -0.319
N -1.1189 1.3212 -0.9416 0.165
C -0.7271 2.4064 -0.1178 -0.168
C 0.0210 2.2408 1.0376 -0.250
C 0.3474 3.4122 1.7307 -0.139
C -0.0740 4.6647 1.3136 -0.101
C -0.8471 4.8000 0.1653 -0.045
C -1.1591 3.6625 -0.5513 -0.246
O -1.9461 3.6991 -1.7002 -0.127
C -1.4243 4.5032 -2.7414 -0.090
N 0.1883 -0.4531 -0.1285 0.032
C 0.6274 -1.7885 -0.3689 -0.252
C 1.8980 -2.0154 -0.8791 -0.024
C 2.3565 -3.3018 -1.1130 -0.080
C 1.5319 -4.3843 -0.8471 -0.090
C 0.2545 -4.1715 -0.3542 -0.006
C -0.2060 -2.8846 -0.1092 -0.271
O -1.5176 -2.7584 0.2626 -0.116
C -1.8133 -2.0969 1.5052 -0.058
H -4.7540 -2.2234 -2.3569 0.088
H -4.1741 -0.5459 -2.2371 0.100
H -3.2898 -1.8561 -1.4120 0.071
H -3.6880 -0.8174 -5.7795 0.117
H -2.5688 1.1360 -6.8486 0.098
H -0.7154 2.2776 -5.6560 0.101
H 0.0289 1.4472 -3.4562 0.125
H -0.9070 -1.6395 -2.0798 0.145
H -1.7599 1.5855 -1.6725 0.126
H 0.9523 3.3302 2.6255 0.082
H 0.1912 5.5444 1.8881 0.093
H -1.2070 5.7675 -0.1617 0.103
H -1.4182 5.5615 -2.4692 0.078
H -2.0706 4.3589 -3.6060 0.084
H -0.4024 4.2004 -2.9920 0.095
H 2.5190 -1.1544 -1.0848 0.097
H 3.3554 -3.4541 -1.5006 0.100
H 1.8798 -5.3944 -1.0225 0.096
H -0.4148 -4.9960 -0.1463 0.116
H -2.7052 -2.5838 1.8980 0.090
H -2.0042 -1.0354 1.3481 0.065
H -0.9863 -2.2030 2.2052 0.051
C 4.4734 0.7438 -0.3902 -0.079
C 3.6271 0.4162 0.8389 -0.632
C 4.3561 0.8395 2.1158 -0.084
O 2.4111 1.0851 0.7202 -0.348
H 5.4206 0.1979 -0.3837 0.070
H 4.6878 1.8153 -0.4092 0.073
H 3.9307 0.5047 -1.3075 0.056
H 3.4969 -0.6771 0.8946 0.073
H 4.5408 1.9168 2.0910 0.073
H 5.3120 0.3180 2.2323 0.069
H 3.7297 0.6110 2.9779 0.044

Record 4
78
Properties=species:S:1:pos:R:3:lowdin_charge:R:1 method="wB97M-V/def2-TZVPD" homo_ev=-7.42 e_above_lowest_ev=0.670 e_tot_ev=-65818.2992 charge=0
Pd -0.4052 -0.3249 0.4489 1.011
C -1.4309 3.3559 1.4629 -0.062
N -1.7125 1.9933 1.0265 -0.197
C -1.9351 1.9803 -0.4261 -0.089
C -2.8421 1.3757 1.6676 -0.200
C -4.0418 2.0502 1.8657 -0.025
C -5.1604 1.3814 2.3336 -0.079
C -5.0960 0.0131 2.5682 -0.076
C -3.9054 -0.6652 2.3878 -0.026
C -2.7508 0.0188 1.9996 -0.211
N -1.5084 -0.6140 1.9673 -0.055
C -0.9953 -1.3808 2.9880 -0.205
C -1.6302 -1.5990 4.2221 -0.019
C -1.0324 -2.3853 5.1892 -0.086
C 0.2103 -2.9711 4.9779 -0.095
C 0.8624 -2.7242 3.7824 -0.043
C 0.2744 -1.9369 2.8073 -0.208
N 0.9963 -1.5882 1.5788 -0.253
C 1.3435 -2.7990 0.8200 -0.042
C 2.2183 -0.8358 1.9317 -0.056
H -2.1682 4.0763 1.0856 0.089
H -1.4158 3.4009 2.5508 0.101
H -0.4509 3.6453 1.0853 0.061
H -1.1088 2.4951 -0.9099 0.036
H -1.9912 0.9463 -0.7780 0.070
H -2.8741 2.4733 -0.7212 0.111
H -4.1056 3.1033 1.6284 0.109
H -6.0875 1.9173 2.4802 0.101
H -5.9771 -0.5280 2.8843 0.105
H -3.8473 -1.7304 2.5612 0.123
H -2.5869 -1.1466 4.4272 0.102
H -1.5509 -2.5386 6.1264 0.104
H 0.6658 -3.5932 5.7332 0.098
H 1.8463 -3.1415 3.6106 0.108
H 1.9392 -3.4837 1.4310 0.094
H 0.4297 -3.2956 0.4942 0.109
H 1.9345 -2.5162 -0.0431 0.066
H 2.9103 -1.4657 2.4989 0.095
H 2.7087 -0.5079 1.0210 0.046
H 1.9411 0.0245 2.5396 0.104
O -2.2737 -0.9861 -3.0671 0.050
C -1.5561 -1.4345 -2.1858 -0.673
O -1.7692 -1.5542 -0.9480 -0.067
C -0.1809 -1.9673 -2.6041 -0.034
C -0.0991 -3.1300 -3.3531 0.100
C 1.1418 -3.6534 -3.6662 -0.110
C 2.3121 -3.0461 -3.2712 0.087
C 2.2294 -1.8803 -2.5298 -0.088
C 0.9825 -1.3163 -2.1918 -0.206
O 0.8651 -0.1275 -1.4960 -0.204
N 3.5018 -1.3135 -2.1037 -0.349
O 3.5268 -0.6451 -1.0938 0.069
O 4.4646 -1.5127 -2.7961 0.114
N 1.2286 -4.8979 -4.4474 -0.348
O 2.3393 -5.3209 -4.7023 0.086
O 0.1861 -5.4335 -4.7599 0.095
H -0.9988 -3.6245 -3.6891 0.145
H 3.2727 -3.4636 -3.5291 0.136
C 2.4611 1.2129 -3.6210 -0.128
Si 1.0438 1.3360 -2.4178 0.559
C -0.4824 1.6732 -3.4178 -0.119
C 1.4337 2.6111 -1.1243 -0.245
C 1.0068 3.9276 -1.3186 -0.106
C 1.3630 4.9311 -0.4296 -0.089
C 2.1449 4.6277 0.6768 -0.086
C 2.5652 3.3229 0.8924 -0.068
C 2.2144 2.3235 -0.0047 -0.079
H 2.4676 2.1700 -4.1499 0.050
H 2.3313 0.4379 -4.3787 0.052
H 3.4387 1.1159 -3.1533 0.038
H -0.2119 2.2948 -4.2726 0.048
H -1.2774 2.1771 -2.8724 0.028
H -0.9036 0.7411 -3.8026 0.039
H 0.3821 4.1749 -2.1691 0.108
H 1.0286 5.9463 -0.5974 0.107
H 2.4229 5.4073 1.3729 0.106
H 3.1706 3.0840 1.7570 0.107
H 2.5575 1.3129 0.1601 0.066

Record 5
81
Properties=species:S:1:pos:R:3:lowdin_spin:R:1 method="wB97M-V/def2-TZVPD" homo_ev="-10.61 / -10.61" e_above_lowest_ev=0.618 e_tot_ev=-141430.1280 multiplicity=2 charge=+1
Re -0.0927 0.1565 0.3591 0.932
O 4.3952 -4.9543 -0.8410 0.001
C 3.2520 -5.1680 -0.4241 0.001
O 2.5877 -6.1761 -0.1588 0.002
C 2.4345 -3.8458 -0.2173 0.016
C 3.0310 -2.6101 -0.4493 0.000
C 2.3036 -1.4649 -0.2295 0.013
N 1.0313 -1.5362 0.2235 0.010
C 0.4179 -2.7341 0.3957 0.009
C 1.1059 -3.9048 0.1895 0.000
C -0.9885 -2.6359 0.8310 0.005
C -1.7557 -3.7439 1.1535 -0.001
C -3.0255 -3.5629 1.6714 0.005
C -3.4878 -2.2710 1.8806 0.000
C -2.6920 -1.2110 1.5003 0.006
N -1.4786 -1.3776 0.9484 0.010
C 2.7822 -0.0886 -0.4629 0.001
C 4.1028 0.1912 -0.7618 0.000
C 4.5008 1.5064 -0.9366 0.001
C 3.5601 2.5111 -0.7860 0.002
C 2.2572 2.1621 -0.4933 0.006
N 1.8517 0.8919 -0.3516 0.014
H 4.0531 -2.6275 -0.8080 0.000
H 0.6867 -4.8957 0.3213 0.000
H -1.3477 -4.7355 1.0206 0.000
H -3.6351 -4.4175 1.9326 0.000
H -4.4553 -2.0814 2.3237 0.000
H -3.0147 -0.1886 1.6429 0.000
H 4.8149 -0.6175 -0.8428 0.000
H 5.5313 1.7392 -1.1687 0.000
H 3.8190 3.5555 -0.8852 0.000
H 1.5241 2.9379 -0.3229 0.001
C 0.9369 0.2518 5.6476 -0.002
Si -0.4016 -0.3074 4.4857 0.021
C -2.1103 0.1738 5.0498 0.008
C -0.2330 -2.1158 4.0858 0.004
As 0.0480 0.9996 2.4913 -0.080
Si -0.5502 3.4150 2.8438 -0.002
C 0.3938 4.5046 1.6840 0.002
C -2.3545 3.0675 2.5235 -0.014
C -0.1313 3.7494 4.6186 0.002
H 0.7238 -0.1639 6.6372 0.000
H 0.9896 1.3358 5.7500 0.000
H 1.9157 -0.1192 5.3382 0.000
H -2.4048 -0.4731 5.8813 0.002
H -2.8612 0.0702 4.2645 0.000
H -2.1333 1.2037 5.4108 0.000
H -0.2492 -2.6675 5.0310 0.001
H 0.7177 -2.3390 3.5960 0.000
H -1.0504 -2.4979 3.4751 0.000
H 0.1988 4.3157 0.6290 0.000
H 1.4682 4.4960 1.8759 0.000
H -0.0124 5.5001 1.9007 0.000
H -2.5380 2.2541 1.8154 -0.002
H -2.7524 4.0052 2.1282 -0.002
H -2.8726 2.8476 3.4583 0.000
H 0.9294 3.6265 4.8446 0.000
H -0.7233 3.1505 5.3131 0.000
H -0.3954 4.7983 4.7808 0.000
O -2.0099 5.9958 2.7854 0.000
S -2.7236 7.1677 2.2501 0.000
O -3.6258 7.7724 3.1872 0.000
O -1.8838 8.0312 1.4553 0.000
C -3.8152 6.3968 0.9938 0.000
N -5.0683 6.8168 0.8368 0.000
C -5.8347 6.1166 0.0088 0.000
C -5.3952 4.9613 -0.6363 0.000
C -4.0609 4.6622 -0.4515 0.000
N -3.2658 5.3957 0.3199 0.000
C -3.3180 3.4629 -0.8830 -0.001
C -1.9581 3.6257 -1.1328 0.004
C -1.1322 2.5423 -1.0434 0.007
N -1.5669 1.3130 -0.6820 0.015
C -2.9049 1.1219 -0.6995 0.001
C -3.8050 2.1589 -0.8192 0.002
H -6.8478 6.4761 -0.1331 0.000
H -6.0573 4.3766 -1.2609 0.000
H -1.5523 4.6155 -1.2875 0.000
H -0.0731 2.6356 -1.2166 0.002
H -3.2508 0.1106 -0.5456 0.000
H -4.8634 1.9534 -0.7283 0.000

Record 6
72
Properties=species:S:1:pos:R:3:lowdin_charge:R:1 method="wB97M-V/def2-TZVPD" homo_ev=-7.86 e_tot_ev=-48985.1971 charge=0
Be -0.7018 -0.7435 -1.2902 0.068
O 1.9057 -2.9347 -3.0486 0.013
C 1.3353 -2.2521 -2.1662 -0.464
N 0.2099 -1.5591 -2.4109 0.001
C -0.3575 -1.5370 -3.7603 -0.113
C -1.6960 -0.8637 -3.6754 -0.223
C -2.5161 -0.5935 -4.7686 -0.010
C -3.7641 -0.1261 -4.5202 -0.078
C -4.2568 -0.0878 -3.2335 -0.043
C -3.3807 -0.3353 -2.1701 -0.073
N -2.1078 -0.6342 -2.4302 0.092
C 1.9608 -2.1056 -0.8111 -0.167
C 1.6190 -2.8920 0.2235 -0.023
C 1.9498 -2.7474 1.6158 -0.198
C 3.0247 -0.8562 1.8021 -0.154
C 3.3820 -0.5202 0.3633 -0.133
N 2.9421 -1.0425 -0.7218 0.132
H 0.3135 -1.0110 -4.4419 0.133
H -0.4907 -2.5785 -4.0886 0.141
H -2.1104 -0.7492 -5.7888 0.138
H -4.3756 0.1994 -5.3680 0.121
H -5.3044 0.1559 -3.0581 0.112
H -3.6775 -0.2231 -1.1457 0.111
H 0.9616 -3.7034 -0.0115 0.127
H 1.5826 -3.6023 2.2971 0.177
H 3.4199 -0.1387 2.4994 0.132
H 4.1137 0.3030 0.3503 0.124
C -1.1949 -1.3024 0.3393 -0.204
Si 0.1189 -0.3940 1.3327 0.717
C 0.6751 0.9968 0.1172 -0.201
N -0.1555 1.0396 -1.0897 -0.197
C -1.2659 2.0291 -0.8644 -0.150
C -1.7180 2.7553 -2.0947 -0.163
C -0.5452 3.5232 -2.7452 -0.188
C 0.7867 2.8693 -2.4745 -0.170
C 0.5811 1.3933 -2.3219 -0.186
C 1.5619 -1.2950 2.1329 -0.315
C 3.4479 -2.4166 1.9432 -0.170
C 3.9601 -3.0555 3.2147 -0.054
C 3.3082 -2.8525 4.3677 -0.105
C 2.2154 -1.8797 4.5810 -0.079
C 1.4571 -1.2034 3.6860 -0.037
C -0.7299 0.7899 2.6191 -0.239
C -1.9626 0.5020 3.2420 -0.103
C -2.6526 1.3862 4.0132 -0.108
C -2.0563 2.5500 4.3815 -0.114
C -0.8089 2.8556 3.9280 -0.093
C -0.1540 1.9977 3.0348 -0.111
H -2.1827 -0.7890 0.6018 0.015
H -1.3281 -2.3664 0.3244 -0.002
H 1.6807 0.8813 -0.2235 0.054
H 0.6690 1.9109 0.6999 0.062
H -0.9413 2.7081 -0.1123 0.114
H -2.0891 1.3929 -0.5026 0.110
H -2.5222 3.4017 -1.7180 0.123
H -2.1872 2.0748 -2.8335 0.102
H -0.5268 4.5420 -2.3866 0.103
H -0.7882 3.5981 -3.8073 0.110
H 1.2839 3.2078 -1.5492 0.121
H 1.5005 3.0314 -3.3908 0.154
H 1.5329 0.8425 -2.3009 0.131
H -0.0382 1.0420 -3.0885 0.086
H 4.1248 -2.6596 1.0848 0.144
H 4.7646 -3.8480 3.1465 0.123
H 3.5947 -3.5246 5.1868 0.099
H 1.9098 -1.8109 5.5933 0.083
H 0.7308 -0.6082 4.2016 0.083
H -2.4792 -0.4183 2.9456 0.102
H -3.6133 1.1357 4.3404 0.089
H -2.5471 3.1498 5.1511 0.110
H -0.2971 3.7429 4.2485 0.097
H 0.8991 2.2531 2.8039 0.112